No. 1
# C8H26FN4O4PSSi2

2 unconnected molecules or ions with the total composition C8H26FN4O4PSSi2 (ωB97M-V with the def2-TZVPD basis set, the OMol25 dataset).

```
47
Properties=species:S:1:pos:R:3:lowdin_charge:R:1
C -0.0913 -1.5130 4.7902 -0.0854
S 0.4827 -0.3652 3.5597 0.6011
O 1.3347 0.5652 4.1807 -0.2729
O -0.6334 0.2093 2.9175 -0.2655
N 1.3497 -1.1453 2.2916 0.0094
C 1.5872 -2.4941 2.3645 -0.4461
N 0.6942 -3.3771 1.8140 0.1441
N 2.7072 -2.9689 2.9717 -0.1270
F 2.3850 -3.6919 4.1544 -0.0483
P 4.0837 -1.9084 3.3526 0.8499
O 4.1192 -0.8835 2.0847 -0.2517
O 3.6474 -1.1414 4.7220 -0.2662
H 0.2767 -2.5234 4.6792 0.0508
H 0.2733 -1.1350 5.7286 0.0738
H -1.1678 -1.5055 4.7789 0.0757
H 0.8501 -0.9812 1.4194 0.0957
H 0.7175 -3.5770 0.8291 0.1157
H -0.0355 -3.7958 2.3600 0.1066
H 4.7675 -0.1894 2.2894 0.0717
H 4.0463 -0.2590 4.7788 0.0706
C -0.1506 0.1430 -5.3656 -0.2063
Si -0.7499 1.2043 -3.9342 0.2583
C -2.3595 2.0169 -4.4803 -0.1911
C 0.5382 2.5542 -3.6665 -0.1917
N -0.9489 0.1947 -2.5569 -0.1694
Si -1.4762 0.7242 -1.0175 0.2541
C -3.2112 1.4573 -1.0379 -0.1842
C -0.3066 1.9820 -0.2383 -0.1813
C -1.5174 -0.7655 0.1222 -0.1970
H -0.0121 0.7502 -6.2647 0.0178
H 0.8033 -0.3294 -5.1241 0.0175
H -0.8752 -0.6404 -5.5938 0.0190
H -2.2378 2.4512 -5.4768 0.0218
H -2.6572 2.8218 -3.8061 0.0114
H -3.1693 1.2876 -4.5271 0.0250
H 1.4523 2.1421 -3.2367 0.0224
H 0.1700 3.3417 -3.0069 0.0109
H 0.7937 3.0184 -4.6235 0.0220
H -3.2274 2.4454 -1.4998 0.0142
H -3.5815 1.5670 -0.0141 0.0222
H -3.9021 0.8103 -1.5798 0.0264
H 0.7319 1.6520 -0.3107 0.0226
H -0.5501 2.1051 0.8216 0.0150
H -0.3915 2.9599 -0.7138 0.0157
H -0.5176 -1.2062 0.2004 -0.0109
H -2.1996 -1.5304 -0.2543 0.0316
H -1.8420 -0.4766 1.1187 0.0021
```

Electronic energy (eV): -61460.216
F_max (hartree/bohr): 0.0655
Highest occupied orbital energy (eV): -6.15
Orbital gap (eV): 2.19

No. 2
# C2HN3O3

A molecular structure, C2HN3O3 (ωB97M-V with the def2-TZVPD basis set, the OMol25 dataset).

```
9
Properties=species:S:1:pos:R:3:lowdin_charge:R:1
C -1.0251 -0.9809 1.7319 -0.0774
C 0.2081 -0.3164 -0.1270 -0.3282
H -0.6313 -2.0876 2.4256 0.2495
N 0.5583 0.8475 0.2874 0.0981
N 1.0477 1.4718 -0.8132 -0.0279
N 0.9949 0.8461 -1.9900 0.0910
O -1.4634 0.2584 1.9297 0.0132
O -0.4266 -1.3929 0.4122 0.0151
O 0.3059 -0.4014 -1.6474 -0.0334
```

Electronic energy (eV): -12696.743
ΔE to the lowest compared entry with this formula, charge and spin (kJ/mol): 711.9
F_max (hartree/bohr): 0.1973
Highest occupied orbital energy (eV): -11.27
Orbital gap (eV): 10.10

No. 3
# C34H28CoN5O2PS2

A molecular structure, C34H28CoN5O2PS2 (ωB97M-V with the def2-TZVPD basis set, the OMol25 dataset).

```
73
Properties=species:S:1:pos:R:3:lowdin_charge:R:1
Co -0.2047 0.2458 -0.2038 0.3111
C 0.2173 -2.9671 -2.1632 -0.0627
C 1.0293 -3.2410 -0.8974 -0.3713
C 0.2013 -3.5152 0.3554 -0.0502
C 2.0844 -2.1521 -0.6671 -0.2563
C 3.2879 -2.6951 0.0961 -0.0731
O 3.5736 -1.6893 1.0818 -0.0093
C 2.5755 -0.7777 1.0210 -0.2845
N 1.6775 -0.9516 0.1316 0.1381
C 2.7862 0.3195 2.0188 -0.0987
C 3.9536 0.2212 2.7881 -0.0096
C 4.2822 1.1784 3.7274 -0.0557
C 3.4471 2.2674 3.9250 -0.0535
C 2.2957 2.3770 3.1713 -0.0816
C 1.9441 1.4193 2.2178 -0.2667
P 0.4180 1.7758 1.2744 1.0841
C 0.8139 3.4245 0.6191 -0.3417
C 1.6998 3.4678 -0.4573 -0.0904
C 2.0042 4.6731 -1.0683 -0.0612
C 1.4301 5.8498 -0.6013 -0.0752
C 0.5806 5.8176 0.4939 -0.0701
C 0.2721 4.6083 1.1045 -0.0828
C -0.8376 1.9630 2.5754 -0.3372
C -0.6843 1.3196 3.8022 -0.0820
C -1.6915 1.3704 4.7551 -0.0738
C -2.8646 2.0605 4.4898 -0.0760
C -3.0332 2.6885 3.2633 -0.0627
C -2.0316 2.6338 2.3056 -0.1161
H -0.6023 -3.6802 -2.2747 0.0836
H 0.8550 -3.0505 -3.0463 0.0852
H -0.2081 -1.9656 -2.1678 0.0415
H 1.6144 -4.1478 -1.0955 0.1355
H -0.3464 -2.6389 0.6901 0.0453
H 0.8355 -3.8353 1.1875 0.0796
H -0.5166 -4.3159 0.1672 0.0868
H 2.3922 -1.7892 -1.6482 0.1207
H 4.1718 -2.8277 -0.5228 0.1337
H 3.0668 -3.6273 0.6159 0.1252
H 4.6116 -0.6199 2.6413 0.1167
H 5.1945 1.0739 4.3002 0.1099
H 3.6920 3.0270 4.6560 0.1114
H 1.6457 3.2318 3.3174 0.1140
H 2.1564 2.5559 -0.8212 0.0924
H 2.6810 4.6899 -1.9134 0.1093
H 1.6445 6.7906 -1.0924 0.1043
H 0.1486 6.7344 0.8742 0.1055
H -0.3960 4.5968 1.9565 0.1001
H 0.2210 0.7680 4.0203 0.1047
H -1.5592 0.8636 5.7023 0.1048
H -3.6509 2.0992 5.2330 0.1048
H -3.9534 3.2139 3.0424 0.1091
H -2.1814 3.1028 1.3430 0.0436
S -2.0967 2.2071 -1.1287 0.6192
C -0.8273 1.9177 -2.2042 -1.1260
N 0.2288 1.1668 -1.9022 -0.0941
C 1.2027 1.1811 -2.8944 -0.3131
C 2.4809 0.6364 -2.8015 -0.0390
C 3.3473 0.7616 -3.8756 -0.0835
C 2.9563 1.4294 -5.0381 -0.0947
C 1.7017 2.0113 -5.1221 -0.0868
C 0.8398 1.8960 -4.0388 -0.4693
S -0.7322 2.5974 -3.8055 1.0377
H 2.7879 0.1550 -1.8840 0.0862
H 4.3447 0.3454 -3.8089 0.1013
H 3.6417 1.5104 -5.8714 0.1009
H 1.4021 2.5534 -6.0101 0.1086
O -1.5842 -0.6474 0.7868 -0.1737
N -1.6994 -0.9927 -0.4699 -0.1111
C -2.8655 -1.1245 -0.9791 -0.2885
C -2.9560 -1.3782 -2.4022 -0.1626
N -3.0276 -1.5803 -3.5292 0.1862
C -4.0563 -1.0756 -0.1601 -0.1449
N -5.0017 -1.0364 0.4882 0.1887
```

2S+1: 2
Electronic energy (eV): -115843.586
ΔE to the lowest compared entry with this formula, charge and spin (kJ/mol): 0.0
F_max (hartree/bohr): 0.0232
<S²>: 0.765
Highest occupied orbital energy (spin up / spin down) (eV): -7.60 / -7.58
Orbital gap (spin up / spin down) (eV): 6.92 / 7.15